{
  "formula": "C34H57N3O3ScSi",
  "method": "ωB97M-V/def2-TZVPD",
  "lumo_energy_ev": -3.15,
  "orbital_gap_ev": 7.473,
  "homo_ev": -10.63,
  "total_charge": 1,
  "symbols": ["O", "O", "C", "C", "H", "H", "H", "H", "H", "C", "C", "H", "H", "H", "H", "H", "C", "C", "C", "H", "H", "H", "H", "H", "C", "H", "H", "H", "H", "H", "H", "N", "C", "C", "C", "C", "H", "H", "H", "C", "H", "H", "H", "N", "C", "C", "C", "C", "H", "C", "H", "C", "H", "C", "C", "C", "C", "C", "C", "H", "C", "H", "C", "H", "C", "C", "Sc", "H", "H", "H", "H", "H", "H", "H", "H", "H", "H", "H", "H", "H", "C", "Si", "H", "H", "C", "C", "C", "H", "H", "H", "H", "H", "H", "H", "H", "H", "O", "C", "N"],
  "xyz": [[-1.256, -0.462, 2.205], [0.356, 6.196, 1.841], [-2.700, -0.039, 2.181], [-3.539, -0.656, 3.298], [-3.064, -0.321, 1.188], [-2.699, 1.061, 2.229], [-3.660, -1.731, 3.125], [-4.562, -0.246, 3.294], [-3.123, -0.454, 4.297], [-0.404, 0.309, 3.221], [-0.931, 1.665, 3.722], [0.567, 0.412, 2.701], [-0.245, -0.350, 4.088], [-0.900, 2.434, 2.931], [-0.236, 1.936, 4.533], [-1.929, 1.607, 4.183], [1.305, 5.147, 1.729], [-0.628, 6.082, 0.815], [2.040, 4.841, 3.019], [2.027, 5.345, 0.918], [0.759, 4.220, 1.492], [2.277, 5.708, 3.648], [2.976, 4.371, 2.689], [1.420, 4.114, 3.571], [-1.773, 7.037, 1.040], [-1.033, 5.064, 0.924], [-0.237, 6.216, -0.217], [-2.365, 6.711, 1.897], [-2.409, 6.993, 0.155], [-1.447, 8.068, 1.180], [0.264, 1.339, -1.426], [-0.723, -2.568, -0.956], [-0.405, -3.006, -2.180], [0.715, -2.510, -2.826], [1.740, -1.828, -2.170], [-1.235, -4.052, -2.855], [-2.283, -3.753, -2.964], [-1.212, -5.019, -2.333], [-0.820, -4.210, -3.855], [2.979, -1.611, -3.004], [3.737, -2.388, -2.813], [3.440, -0.630, -2.841], [2.697, -1.706, -4.060], [1.706, -1.505, -0.865], [-1.844, -3.146, -0.290], [-3.119, -2.554, -0.444], [-3.356, -1.467, -1.452], [-4.131, -2.994, 0.397], [-5.112, -2.518, 0.303], [-3.890, -4.035, 1.301], [-4.698, -4.373, 1.946], [-2.655, -4.681, 1.360], [-2.467, -5.518, 2.036], [-1.616, -4.271, 0.536], [-0.275, -4.946, 0.545], [2.989, -1.428, -0.251], [3.563, -0.165, 0.006], [2.852, 1.082, -0.419], [4.804, -0.096, 0.636], [5.228, 0.887, 0.847], [5.506, -1.259, 0.952], [6.472, -1.205, 1.455], [4.984, -2.503, 0.600], [5.550, -3.414, 0.794], [3.747, -2.608, -0.029], [3.251, -3.952, -0.472], [-0.131, -1.591, 0.838], [-3.171, -0.459, -1.036], [-4.412, -1.495, -1.769], [-2.745, -1.570, -2.360], [0.147, -5.084, -0.462], [-0.343, -5.950, 0.985], [0.465, -4.411, 1.161], [3.560, 1.918, -0.503], [2.080, 1.367, 0.311], [2.352, 0.978, -1.391], [2.297, -4.211, 0.006], [3.979, -4.728, -0.196], [3.115, -4.022, -1.562], [0.866, -2.787, -3.862], [-0.622, 1.946, -1.220], [-0.994, 2.607, -2.945], [-1.397, 1.300, -0.787], [-0.409, 2.680, -0.439], [-2.715, 3.223, -3.317], [-0.741, 0.835, -3.654], [0.704, 3.453, -3.111], [1.013, 3.939, -2.172], [0.759, 4.207, -3.901], [1.434, 2.657, -3.330], [-3.438, 2.450, -3.014], [-2.862, 3.388, -4.393], [-2.974, 4.143, -2.780], [-1.336, 0.106, -3.082], [0.320, 0.556, -3.540], [-1.029, 0.777, -4.712], [2.559, -3.425, 3.797], [1.748, -2.964, 3.063], [0.952, -2.502, 2.271]],
  "forces_ev_per_a": [[-0.852, 1.565, 0.911], [0.116, -0.133, -0.433], [0.303, 0.309, 0.054], [0.102, -0.102, -0.167], [0.105, -0.115, 0.244], [0.008, -0.498, -0.075], [0.249, 0.116, 0.250], [0.416, 0.112, -0.192], [-0.041, -0.203, -0.384], [-0.064, -0.449, 0.002], [0.276, -0.370, -0.449], [-0.391, 0.129, 0.328], [-0.218, -0.034, -0.531], [-0.108, -0.245, 0.448], [-0.163, 0.085, -0.366], [0.367, -0.019, -0.264], [-0.156, 0.097, -0.136], [-0.114, -0.170, 0.279], [-0.078, -0.212, -0.079], [-0.313, 0.101, 0.072], [0.112, 0.069, -0.393], [-0.152, -0.149, -0.283], [-0.118, -0.080, 0.518], [0.520, 0.376, 0.200], [-0.097, -0.046, 0.051], [-0.004, -0.067, -0.496], [0.270, -0.134, 0.588], [0.058, 0.234, 0.020], [-0.104, 0.102, 0.037], [0.050, -0.068, 0.018], [-0.067, 0.094, 0.308], [-0.649, -0.098, 0.856], [0.583, 0.515, 0.046], [-0.865, -0.261, -0.126], [0.297, 0.209, 1.152], [-0.053, -0.136, -0.577], [0.111, -0.045, 0.106], [0.008, 0.313, 0.046], [-0.211, -0.067, 0.176], [0.198, -0.080, -0.263], [-0.192, 0.341, 0.056], [-0.083, -0.247, 0.085], [0.147, 0.138, 0.249], [-0.598, -0.517, 0.060], [-0.011, -0.113, -0.259], [0.493, -0.089, 0.528], [-0.399, 0.275, -0.317], [-0.071, -0.199, -0.043], [0.234, -0.338, 0.197], [-0.128, -0.115, 0.048], [0.142, 0.066, -0.081], [-0.332, -0.054, 0.093], [-0.298, 0.246, -0.158], [0.034, 0.699, 0.066], [0.396, -0.700, 0.106], [1.240, 0.550, -0.202], [-0.177, -0.718, 0.144], [-0.065, 0.456, -0.032], [0.228, -0.217, 0.038], [-0.028, -0.273, -0.024], [-0.066, 0.071, 0.037], [-0.263, 0.047, -0.165], [0.068, 0.235, -0.001], [-0.109, 0.269, -0.017], [-0.392, 0.587, 0.096], [-0.033, -0.521, 0.102], [1.600, -1.124, -2.358], [0.011, -0.315, -0.196], [0.354, 0.092, 0.150], [-0.093, 0.018, 0.401], [-0.171, 0.232, 0.291], [-0.172, 0.252, -0.060], [-0.306, -0.147, -0.364], [-0.215, -0.184, 0.119], [0.044, 0.074, -0.142], [0.155, -0.074, 0.248], [0.201, 0.116, -0.212], [-0.217, 0.228, -0.049], [-0.070, 0.064, 0.322], [0.017, 0.034, 0.134], [-0.769, 0.225, 1.174], [1.403, -2.141, 0.692], [-0.088, -0.171, -0.198], [0.238, 0.125, -0.055], [-0.065, 0.359, -0.066], [-0.370, 0.576, -0.735], [-0.349, 0.692, -0.535], [-0.242, -0.139, -0.254], [0.203, -0.091, -0.002], [-0.297, 0.275, 0.016], [0.294, 0.112, -0.020], [0.083, 0.044, 0.274], [0.044, -0.104, -0.160], [0.098, 0.240, -0.204], [-0.372, 0.090, -0.157], [0.177, -0.317, 0.103], [-1.518, 0.769, -1.098], [1.027, -0.364, 0.256], [0.302, 0.033, 0.580]]
}

---

{
  "formula": "C34H58AlF9IN4O12S2",
  "method": "ωB97M-V/def2-TZVPD",
  "lumo_energy_ev": 1.74,
  "orbital_gap_ev": 7.246,
  "homo_ev": -5.51,
  "total_charge": -1,
  "symbols": ["C", "C", "C", "I", "C", "C", "C", "C", "C", "N", "C", "C", "O", "O", "Al", "C", "O", "O", "S", "C", "C", "O", "O", "C", "C", "C", "O", "C", "O", "C", "S", "O", "C", "C", "C", "C", "F", "F", "C", "F", "F", "C", "F", "F", "C", "F", "F", "F", "H", "H", "H", "H", "H", "H", "H", "H", "H", "H", "H", "H", "H", "H", "H", "H", "H", "H", "H", "H", "H", "H", "H", "H", "H", "H", "H", "H", "H", "H", "H", "H", "H", "H", "H", "H", "H", "C", "C", "O", "N", "C", "H", "H", "H", "H", "H", "H", "H", "C", "C", "O", "N", "C", "H", "H", "H", "H", "H", "H", "H", "C", "C", "O", "N", "C", "H", "H", "H", "H", "H", "H", "H"],
  "xyz": [[2.976, -2.507, 2.997], [1.479, -2.563, 2.618], [0.661, -1.245, 2.644], [2.115, 0.393, 2.277], [-0.469, -1.089, 1.505], [-1.538, -0.037, 1.913], [-1.199, 1.061, 2.949], [-1.034, 2.470, 2.309], [-2.387, 2.998, 1.738], [-2.282, 3.011, 0.263], [-3.497, 3.088, -0.406], [-3.456, 3.857, -1.733], [-4.483, 2.571, -0.027], [0.327, -0.690, 0.412], [0.720, -1.974, -0.799], [0.374, -1.578, -2.777], [0.903, -2.712, -3.535], [1.783, -2.185, -4.487], [2.740, -3.008, -0.828], [4.074, -1.778, -0.624], [4.698, -1.484, -1.986], [5.462, -2.249, -2.419], [4.419, -0.325, -2.715], [5.409, 0.675, -2.383], [4.963, 1.354, -1.064], [3.443, 1.625, -1.113], [5.659, 2.608, -0.831], [6.227, 2.563, 0.410], [7.387, 2.627, 0.537], [5.349, 2.475, 1.663], [4.825, 4.145, 2.179], [-0.506, -3.052, 0.022], [-1.250, -2.410, 1.052], [-1.344, -3.596, 2.128], [-0.679, -4.917, 1.698], [-2.660, -2.357, 0.354], [-2.817, -3.565, -0.240], [-3.714, -2.309, 1.216], [-2.976, -1.289, -0.730], [-1.945, -0.611, -1.218], [-3.759, -0.344, -0.158], [-3.788, -1.769, -1.975], [-3.122, -2.626, -2.726], [-3.901, -0.672, -2.752], [-5.239, -2.254, -1.767], [-5.726, -2.469, -3.008], [-6.041, -1.380, -1.218], [-5.370, -3.397, -1.133], [3.245, -3.542, 3.275], [3.633, -2.248, 2.166], [3.166, -1.924, 3.901], [1.038, -3.222, 3.380], [1.417, -3.114, 1.678], [0.237, -1.119, 3.645], [-1.780, 0.504, 0.991], [-2.427, -0.556, 2.288], [-2.070, 1.191, 3.611], [-0.346, 0.919, 3.617], [-0.225, 2.506, 1.576], [-0.813, 3.129, 3.164], [-3.212, 2.369, 2.079], [-2.612, 4.001, 2.136], [-1.686, 3.799, 0.027], [-3.509, 3.129, -2.550], [-4.337, 4.501, -1.744], [-2.504, 4.407, -1.848], [0.951, -0.696, -3.075], [-0.689, -1.525, -3.034], [2.631, -2.159, -4.017], [3.739, -0.895, -0.076], [4.867, -2.246, -0.034], [5.439, 1.393, -3.208], [6.392, 0.197, -2.302], [5.267, 0.664, -0.264], [2.829, 0.858, -0.635], [3.269, 2.549, -0.549], [3.106, 1.712, -2.148], [4.490, 1.814, 1.499], [5.927, 2.017, 2.466], [3.491, 3.990, 2.352], [-2.378, -3.871, 2.370], [-0.904, -3.268, 3.077], [-1.170, -5.374, 0.840], [0.404, -4.871, 1.601], [-0.875, -5.618, 2.533], [-5.953, -7.161, -4.180], [-5.494, -6.883, -5.591], [-5.538, -7.734, -6.468], [-5.025, -5.638, -5.860], [-4.902, -4.510, -4.951], [-6.300, -8.188, -4.115], [-5.127, -7.026, -3.481], [-6.776, -6.497, -3.912], [-4.734, -5.516, -6.817], [-5.496, -3.682, -5.340], [-3.855, -4.205, -4.906], [-5.244, -4.756, -3.953], [1.730, -0.063, 7.913], [2.315, 0.346, 6.582], [2.358, -0.411, 5.629], [2.805, 1.611, 6.469], [2.845, 2.650, 7.478], [1.384, -1.091, 7.849], [2.488, 0.000, 8.696], [0.882, 0.575, 8.167], [3.179, 1.815, 5.554], [2.285, 3.517, 7.120], [3.883, 2.946, 7.645], [2.416, 2.314, 8.417], [-0.545, 5.793, -4.258], [-0.035, 6.341, -2.949], [-0.064, 5.693, -1.914], [0.470, 7.605, -2.951], [0.587, 8.520, -4.070], [-0.913, 4.783, -4.103], [-1.364, 6.410, -4.629], [0.259, 5.760, -4.995], [0.793, 7.910, -2.047], [1.638, 8.782, -4.208], [0.023, 9.428, -3.850], [0.208, 8.081, -4.987]],
  "forces_ev_per_a": [[-0.229, -1.067, 0.412], [0.434, -0.081, 0.591], [-0.404, -0.958, -0.512], [-0.429, 0.142, 0.536], [1.052, 0.471, -0.006], [0.587, 0.295, 0.230], [-0.301, 1.016, -0.238], [-1.013, 0.056, 1.255], [1.081, -0.706, 0.021], [-0.835, 1.132, 0.852], [2.580, 1.307, -1.716], [0.641, -0.319, 0.234], [-2.665, -1.255, 1.173], [-0.771, -0.196, -0.988], [-1.344, 0.197, 0.204], [0.070, -0.868, 0.853], [-0.475, 0.298, 0.814], [0.742, 0.138, -1.082], [0.263, -0.194, 0.115], [-0.237, 0.634, -0.034], [-1.297, 1.107, 1.376], [2.088, -1.985, -1.517], [0.180, 0.140, 0.784], [-0.241, 0.311, 0.093], [-0.809, -0.214, -0.567], [0.301, 0.108, 0.421], [-0.067, -0.763, 0.110], [-1.872, 0.226, 0.288], [2.922, 0.346, 0.169], [-0.709, -0.574, -0.295], [-0.149, 0.167, 0.025], [0.863, 1.556, -0.558], [1.574, -2.859, -0.523], [-0.360, 0.442, 0.309], [-0.487, -0.363, 1.117], [0.319, -0.050, 0.328], [-0.195, -0.286, -0.300], [-0.064, 0.347, 0.460], [-0.809, 0.523, 0.157], [0.842, -0.357, -0.084], [-0.440, 0.124, 0.151], [0.172, 0.894, 0.256], [0.434, -1.210, 0.004], [-0.433, 0.718, -0.050], [-0.547, -0.506, -1.160], [0.003, -0.008, -0.453], [-0.070, 0.908, 0.704], [0.419, -0.666, 0.672], [0.018, 0.202, -0.191], [-0.152, 0.300, 0.124], [-0.007, 0.240, -0.322], [-0.053, 0.199, -0.215], [-0.192, 0.445, -0.052], [0.377, 0.333, -0.094], [-0.235, -0.342, 0.119], [0.133, -0.007, -0.250], [0.191, -0.247, -0.035], [-0.095, -0.456, -0.263], [-0.126, 0.026, 0.050], [0.435, -0.026, -0.347], [0.103, -0.103, -0.418], [0.152, -0.083, -0.291], [0.170, -0.378, -0.437], [-0.178, 0.134, 0.113], [0.209, 0.015, -0.202], [-0.573, -0.016, 0.010], [-0.437, 0.049, -0.104], [0.248, 0.509, -0.148], [-0.031, -0.132, 0.099], [-0.112, -0.110, -0.201], [-0.113, 0.004, -0.174], [-0.142, -0.052, 0.159], [-0.085, 0.165, 0.014], [-0.390, 0.095, 0.010], [0.183, -0.021, -0.139], [-0.129, -0.079, -0.290], [0.028, 0.227, 0.183], [-0.007, 0.407, -0.012], [0.136, 0.186, -0.180], [0.368, -0.333, -0.215], [0.040, 0.409, -0.107], [-0.203, 0.000, -0.197], [0.319, 0.311, -0.197], [-0.188, 0.064, -0.387], [0.120, 0.184, -0.156], [-0.013, -0.060, 0.016], [0.068, -0.069, -0.288], [-0.053, -0.013, 0.094], [-0.163, -0.194, 0.272], [0.189, -0.052, -0.605], [0.036, 0.009, -0.125], [-0.095, 0.100, 0.072], [0.090, 0.042, 0.122], [0.028, 0.009, 0.036], [0.021, 0.101, 0.210], [-0.055, 0.126, 0.185], [-0.009, -0.075, -0.046], [-0.030, -0.010, 0.009], [0.065, -0.006, -0.305], [-0.082, -0.211, 0.280], [-0.075, -0.136, 0.221], [0.163, 0.016, -0.499], [0.046, 0.021, -0.122], [-0.095, 0.079, 0.069], [0.066, 0.018, 0.124], [-0.061, -0.009, 0.005], [0.009, 0.078, 0.192], [-0.062, 0.108, 0.170], [-0.008, -0.053, -0.038], [-0.040, -0.057, 0.020], [0.060, -0.093, 0.289], [-0.118, 0.004, -0.064], [-0.133, -0.160, -0.196], [0.155, 0.081, 0.496], [0.046, 0.027, 0.102], [0.072, -0.002, -0.132], [-0.089, 0.066, -0.079], [0.012, -0.003, -0.031], [-0.048, 0.077, -0.186], [0.015, 0.054, -0.199], [-0.007, -0.050, 0.047]]
}

---

Q: Number 1 is which compound?
A: C34H57N3O3ScSi